Record 1
17
Properties=species:S:1:pos:R:3 method="wB97M-V/def2-TZVPD" de_lowest_kcal_mol=32.6 smiles="CNCCNC=O" homo_lumo_gap_ha=0.347 total_charge=0 spin_multiplicity=1 e_tot_ev=-9337.5743 e_homo_ev=-8.56
C 1.039 1.315 -1.866
N 0.780 0.777 -0.540
C 0.287 -0.572 -0.567
C 0.069 -1.197 0.814
N -1.213 -0.929 1.462
C -1.602 0.299 1.916
O -0.895 1.248 2.111
H 1.678 0.646 -2.459
H 0.094 1.471 -2.393
H 1.527 2.283 -1.794
H 1.586 0.915 0.050
H -0.640 -0.646 -1.141
H 0.998 -1.233 -1.097
H 0.837 -0.905 1.535
H 0.133 -2.282 0.701
H -1.996 -1.474 1.125
H -2.681 0.284 2.142

Record 2
7
Properties=species:S:1:pos:R:3 method="wB97M-V/def2-TZVPD" de_lowest_kcal_mol=26.7 homo_lumo_gap_ha="0.309 / 0.243" total_charge=+1 spin_multiplicity=3 e_tot_ev=-145142.2653 e_homo_ev="-13.37 / -15.80" s_squared=2.02
C -0.116 0.603 0.232
C -0.654 -0.531 0.585
N 1.898 0.362 -2.011
N 1.266 0.404 -1.128
Br -1.973 -0.231 1.936
Br -0.363 -2.259 -0.042
H -0.059 1.652 0.428

Record 3
53
Properties=species:S:1:pos:R:3 method="wB97M-V/def2-TZVPD" de_lowest_kcal_mol=5.2 homo_lumo_gap_ha="0.287 / 0.300" total_charge=+1 spin_multiplicity=4 e_tot_ev=-62569.8748 e_homo_ev="-10.83 / -11.18" s_squared=3.75
V -7.347 5.714 1.902
C -10.278 6.279 3.316
O -10.108 4.853 3.315
O -8.967 6.795 3.099
C -11.538 6.722 2.409
F -12.659 6.016 2.662
F -11.806 7.988 2.561
F -11.316 6.581 1.123
C -11.021 4.085 4.062
C -10.750 2.638 3.568
H -10.399 2.484 2.548
H -10.018 2.223 4.260
H -11.657 2.042 3.670
H -12.091 4.231 3.907
H -10.852 4.149 5.137
H -10.522 6.516 4.351
C -6.522 4.179 4.447
C -6.794 3.045 3.409
O -7.546 3.503 2.316
O -6.041 5.355 3.758
H -5.851 3.900 5.259
H -7.544 4.387 4.765
H -7.416 2.231 3.781
H -5.857 2.662 3.004
H -7.787 2.798 1.711
H -5.526 5.856 4.394
C -4.463 5.886 1.039
C -4.908 7.367 0.969
O -6.022 7.606 1.797
O -5.601 5.002 0.690
H -4.252 5.631 2.078
H -3.518 5.712 0.524
H -5.053 7.738 -0.046
H -4.121 7.987 1.397
H -6.135 8.546 1.958
H -5.330 4.193 0.249
C -8.570 6.640 -2.297
C -8.264 6.946 -0.856
C -8.839 8.360 -0.461
O -8.344 9.353 -1.360
C -6.959 9.700 -1.223
N -8.737 5.806 -0.012
H -9.637 6.589 -2.512
H -8.047 5.745 -2.632
H -8.229 7.485 -2.896
H -7.184 7.071 -0.769
H -8.570 8.581 0.571
H -9.925 8.382 -0.560
H -6.410 9.236 -2.043
H -6.627 9.414 -0.226
H -6.903 10.769 -1.428
H -8.578 4.976 -0.566
H -9.703 6.083 -0.111

Record 4
76
Properties=species:S:1:pos:R:3 method="wB97M-V/def2-TZVPD" homo_lumo_gap_ha="0.229 / 0.241" total_charge=-1 spin_multiplicity=3 e_tot_ev=-107435.1912 e_homo_ev="-3.58 / -3.91" s_squared=2.06
V 12.560 12.599 8.937
C 11.754 13.333 12.918
Si 12.846 12.474 11.650
C 12.612 10.643 12.200
C 13.023 10.282 13.485
C 12.701 9.027 13.992
C 11.956 8.126 13.179
C 11.513 8.468 11.917
C 11.951 9.702 11.370
P 11.534 10.246 9.662
C 9.667 10.127 9.816
C 9.138 11.282 10.430
C 7.809 11.302 10.863
C 7.067 10.131 10.788
C 7.543 9.053 10.031
C 8.818 9.090 9.462
C 11.885 8.691 8.589
C 12.370 7.429 8.994
C 12.678 6.437 8.061
C 12.561 6.641 6.704
C 11.964 7.847 6.318
C 11.673 8.880 7.213
C 14.681 12.795 12.143
C 15.118 12.989 13.455
C 16.459 12.930 13.782
C 17.420 12.790 12.731
C 16.989 12.604 11.449
C 15.626 12.636 11.143
P 14.873 12.115 9.432
C 16.195 12.750 8.235
C 17.395 12.086 7.986
C 18.323 12.683 7.186
C 18.052 13.926 6.639
C 16.827 14.547 6.829
C 15.852 13.942 7.638
C 15.247 10.331 9.397
C 15.418 9.641 8.164
C 15.519 8.266 8.136
C 15.539 7.510 9.327
C 15.386 8.139 10.525
C 15.255 9.527 10.555
H 12.260 13.340 13.896
H 10.792 12.830 13.023
H 11.593 14.403 12.562
H 13.554 11.024 14.060
H 13.006 8.676 14.981
H 11.757 7.150 13.620
H 10.822 7.849 11.425
H 9.768 12.122 10.634
H 7.457 12.238 11.236
H 6.001 10.117 11.042
H 6.977 8.140 9.927
H 9.280 8.201 9.021
H 12.531 7.158 10.030
H 13.158 5.456 8.354
H 12.868 5.905 6.003
H 11.740 8.016 5.272
H 11.210 9.808 6.814
H 14.425 13.161 14.247
H 16.810 12.948 14.785
H 18.490 12.832 12.917
H 17.683 12.382 10.649
H 17.662 11.141 8.417
H 19.271 12.252 6.980
H 18.793 14.434 6.021
H 16.612 15.486 6.324
H 14.869 14.325 7.658
H 15.252 10.171 7.253
H 15.485 7.673 7.274
H 15.538 6.420 9.295
H 15.302 7.570 11.496
H 15.226 9.998 11.547
O 13.032 14.585 8.541
N 11.924 15.139 8.039
O 10.942 14.488 8.102
S 12.724 11.598 7.025

Record 5
43
Properties=species:S:1:pos:R:3 method="wB97M-V/def2-TZVPD" de_lowest_kcal_mol=81.9 smiles="C=CCn1c(C)cc(C(=O)COc2nncc3ccccc23)c1C" homo_lumo_gap_ha=0.291 total_charge=0 spin_multiplicity=1 e_tot_ev=-28575.2130 e_homo_ev=-7.73
C -3.185 3.197 0.942
C -1.907 2.904 0.797
C -1.009 3.553 -0.220
N -0.251 2.562 -0.943
C -0.736 1.870 -2.027
C -2.079 2.139 -2.608
C 0.211 0.968 -2.408
C 1.296 1.069 -1.491
C 2.438 0.175 -1.536
O 2.938 -0.232 -2.562
C 2.899 -0.409 -0.182
O 2.035 -1.504 0.116
C 0.903 -1.262 0.771
N 0.663 -0.079 1.276
N -0.458 0.165 1.939
C -1.351 -0.761 2.103
C -1.202 -2.087 1.613
C -2.147 -3.111 1.790
C -1.903 -4.359 1.278
C -0.719 -4.626 0.576
C 0.221 -3.645 0.390
C -0.010 -2.363 0.909
C 0.972 2.082 -0.597
C 1.787 2.702 0.482
H -3.796 2.717 1.686
H -3.675 3.940 0.332
H -1.426 2.149 1.406
H -0.316 4.224 0.295
H -1.596 4.145 -0.928
H -2.138 3.149 -3.018
H -2.858 2.029 -1.854
H -2.267 1.434 -3.413
H 0.152 0.268 -3.216
H 3.893 -0.847 -0.295
H 2.863 0.318 0.628
H -2.240 -0.471 2.647
H -3.057 -2.898 2.332
H -2.626 -5.150 1.412
H -0.553 -5.616 0.179
H 1.136 -3.832 -0.149
H 1.454 2.347 1.457
H 2.835 2.452 0.350
H 1.701 3.788 0.459

Record 6
46
Properties=species:S:1:pos:R:3 method="wB97M-V/def2-TZVPD" de_lowest_kcal_mol=0.0 homo_lumo_gap_ha=0.203 total_charge=-1 spin_multiplicity=1 e_tot_ev=-62162.1615 e_homo_ev=-3.34
C -3.405 5.120 1.335
C -2.776 3.893 0.730
O -1.976 3.352 1.810
C -1.409 2.179 1.538
C -0.784 1.558 2.841
F -0.962 2.452 3.895
C 0.755 1.485 2.586
O 1.483 0.708 3.172
O 1.133 2.439 1.729
C 2.543 2.600 1.393
C 2.736 4.056 1.082
O -1.330 1.655 0.442
H -4.065 5.571 0.602
H -3.981 4.875 2.232
H -2.635 5.846 1.613
H -3.523 3.154 0.421
H -2.123 4.130 -0.115
H 3.162 2.261 2.228
H 2.766 2.000 0.506
H 3.730 4.210 0.665
H 2.006 4.432 0.366
H 2.642 4.654 1.987
C -1.814 -4.082 2.716
N -0.625 -4.733 3.117
S -1.745 0.171 3.039
C -1.556 -0.477 4.750
F -0.367 -1.094 4.875
F -1.683 0.441 5.726
F -2.559 -1.411 4.886
S 0.855 -4.268 2.821
C 0.699 -3.285 1.313
C 0.474 -3.941 0.105
C 0.027 -3.199 -0.994
C -0.117 -1.811 -0.899
C 0.287 -1.157 0.270
C 0.727 -1.888 1.375
O 1.406 -3.343 3.784
O 1.659 -5.392 2.396
H -2.233 -3.441 3.512
H -1.782 -3.478 1.787
H -2.542 -4.898 2.556
H 0.606 -5.016 0.042
H -0.233 -3.709 -1.915
H -0.540 -1.229 -1.714
H 0.223 -0.070 0.337
H 1.046 -1.396 2.283

Record 7
74
Properties=species:S:1:pos:R:3 method="wB97M-V/def2-TZVPD" de_lowest_kcal_mol=6.0 homo_lumo_gap_ha="0.205 / 0.205" total_charge=-2 spin_multiplicity=2 e_tot_ev=-90945.4370 e_homo_ev="-1.07 / -1.05" s_squared=0.80
V 0.461 -0.242 0.926
O 0.201 1.364 0.021
C -0.727 1.934 -0.739
C -1.040 3.282 -0.536
C -2.063 3.873 -1.259
C -2.791 3.136 -2.187
C -2.480 1.800 -2.399
C -1.442 1.201 -1.700
C -1.091 -0.238 -1.842
N -1.540 -1.040 -0.961
C -1.311 -2.469 -1.111
C -0.072 -2.967 -0.362
N 0.032 -2.268 0.911
C 0.074 -2.953 1.989
C -0.114 -2.366 3.298
C 0.167 -3.102 4.453
C -0.177 -2.630 5.700
C -0.858 -1.407 5.782
C -1.163 -0.672 4.664
C -0.771 -1.106 3.370
O -1.030 -0.391 2.322
H -0.473 3.831 0.205
H -2.304 4.916 -1.084
H -3.603 3.591 -2.740
H -3.052 1.218 -3.113
H 0.734 -0.961 -2.313
H -1.260 -2.752 -2.168
H -2.181 -2.957 -0.666
H 0.846 -2.814 -0.922
H -0.184 -4.044 -0.190
H 0.184 -4.040 1.928
H 0.667 -4.060 4.346
H 0.065 -3.190 6.594
H -1.148 -1.026 6.756
H -1.670 0.282 4.735
C 0.384 3.143 5.333
C -0.306 3.039 4.133
C 0.072 2.114 3.172
C 1.163 1.268 3.391
C 1.856 1.375 4.602
C 1.466 2.299 5.556
N 1.562 0.352 2.390
N 2.833 -0.065 2.565
C 3.206 -0.749 1.481
C 4.535 -1.274 1.448
C 5.000 -1.931 0.350
C 4.159 -2.083 -0.777
C 2.877 -1.583 -0.737
C 2.312 -0.909 0.377
H 0.087 3.871 6.079
H -1.153 3.686 3.932
H -0.488 2.042 2.252
H 2.692 0.714 4.770
H 2.018 2.361 6.488
H 5.160 -1.114 2.321
H 6.013 -2.320 0.329
H 4.525 -2.574 -1.671
H 2.310 -1.711 -1.656
O 1.517 0.518 -3.888
C 0.338 0.241 -3.817
N -0.093 -0.610 -2.784
S -2.731 -1.305 -4.293
O -4.153 -0.893 -4.508
O -2.318 -2.432 -5.182
C -1.865 0.119 -5.174
C -2.568 0.581 -6.286
C -2.054 1.564 -7.107
C -0.815 2.131 -6.818
C -0.111 1.685 -5.721
C -0.621 0.679 -4.887
H -3.536 0.132 -6.472
H -2.615 1.891 -7.977
H -0.403 2.914 -7.444
H 0.856 2.104 -5.477

Record 8
46
Properties=species:S:1:pos:R:3 method="wB97M-V/def2-TZVPD" de_lowest_kcal_mol=184.3 smiles="COCCCCCCCCc1ccc2c(c1)C(=O)C=CC2=O" homo_lumo_gap_ha=0.293 total_charge=0 spin_multiplicity=1 e_tot_ev=-26226.3999 e_homo_ev=-9.13
C -1.273 1.574 -3.296
O -0.311 2.280 -2.466
C 1.049 1.933 -2.828
C 2.153 2.580 -1.818
C 2.726 1.341 -0.916
C 3.212 1.848 0.558
C 1.966 2.235 1.488
C 1.534 1.173 2.605
C 2.218 -0.266 2.545
C 1.763 -1.224 1.342
C 0.205 -1.225 1.011
C -0.612 -0.062 0.394
C -2.158 -0.131 0.093
C -2.936 -1.435 0.373
C -2.130 -2.653 0.956
C -0.603 -2.552 1.293
C -2.990 -3.994 1.177
O -2.739 -4.846 2.074
C -4.196 -4.197 0.117
C -4.922 -3.102 -0.426
C -4.510 -1.625 0.067
O -5.316 -0.682 0.247
H -2.151 1.141 -2.687
H -0.801 0.672 -3.852
H -1.738 2.233 -4.109
H 1.125 0.790 -2.890
H 1.246 2.411 -3.864
H 1.690 3.382 -1.145
H 3.018 3.002 -2.440
H 1.875 0.583 -0.866
H 3.666 0.949 -1.460
H 3.992 1.163 1.029
H 3.769 2.843 0.337
H 1.112 2.560 0.776
H 2.262 3.211 2.040
H 1.820 1.630 3.631
H 0.381 1.075 2.651
H 3.375 -0.233 2.553
H 1.938 -0.810 3.530
H 2.433 -1.044 0.415
H 2.021 -2.305 1.671
H -0.108 0.922 0.126
H -2.703 0.785 -0.335
H -0.121 -3.495 1.735
H -4.465 -5.257 -0.250
H -5.765 -3.178 -1.185

Record 9
117
Properties=species:S:1:pos:R:3 method="wB97M-V/def2-TZVPD" homo_lumo_gap_ha="0.250 / 0.265" total_charge=+1 spin_multiplicity=8 e_tot_ev=-116400.3767 e_homo_ev="-9.78 / -9.84" s_squared=16.09
Gd -0.228 0.988 -0.574
N -0.151 0.368 -3.391
C 0.902 1.192 -3.865
C 1.896 0.734 -4.695
C 2.925 1.586 -5.123
C 2.958 2.896 -4.732
C 1.961 3.405 -3.875
C 1.939 4.738 -3.416
C 0.901 5.154 -2.626
C -0.085 4.233 -2.252
N -0.066 2.959 -2.593
C 0.924 2.547 -3.429
H -1.059 0.794 -3.590
H -0.116 -0.548 -3.836
H 1.893 -0.298 -5.022
H 3.688 1.195 -5.780
H 3.747 3.553 -5.064
H 2.736 5.409 -3.699
H 0.839 6.173 -2.281
H -0.919 4.562 -1.643
C -3.147 -2.279 -2.690
N -3.821 -1.775 -1.517
C -3.208 -0.940 -0.643
N -3.832 -0.722 0.522
O -2.112 -0.417 -0.928
H -2.896 -3.334 -2.568
H -2.231 -1.702 -2.809
H -3.777 -2.166 -3.572
H -4.676 -2.233 -1.242
H -4.746 -1.096 0.709
H -3.493 -0.026 1.196
O 0.041 3.109 0.254
C -0.982 3.066 0.952
N -1.567 1.898 1.296
C -2.705 2.166 2.017
O -3.502 1.312 2.370
C -2.841 3.648 2.167
C -3.792 4.453 2.755
C -3.653 5.832 2.604
C -2.607 6.380 1.877
C -1.643 5.568 1.286
C -1.771 4.208 1.462
H -4.616 4.034 3.309
H -4.376 6.491 3.060
H -2.540 7.451 1.751
H -0.828 5.977 0.707
Cl -2.716 2.438 -1.257
C -3.553 2.670 -2.805
Cl -3.338 1.247 -3.827
H -3.115 3.527 -3.317
H -4.617 2.798 -2.608
C -2.682 -4.900 2.734
C -3.039 -3.441 3.004
C -1.826 -2.534 2.746
C -0.932 -3.118 1.644
C -1.815 -3.823 0.620
C -2.381 -5.106 1.244
P 0.177 -1.804 0.895
C 1.305 -1.368 2.341
C 0.732 -0.150 3.073
C 1.795 0.500 3.969
C 2.754 -0.541 4.562
C 2.047 -1.883 4.712
C 1.684 -2.472 3.340
C 1.361 -2.779 -0.205
C 0.891 -2.646 -1.661
C 1.885 -3.339 -2.590
C 1.946 -4.851 -2.312
C 1.323 -5.218 -0.963
C 1.722 -4.238 0.138
H -3.496 -5.556 3.044
H -1.810 -5.165 3.333
H -3.371 -3.324 4.035
H -3.870 -3.156 2.358
H -1.254 -2.432 3.668
H -2.166 -1.537 2.460
H -0.272 -3.877 2.074
H -1.254 -4.066 -0.280
H -2.624 -3.156 0.330
H -1.666 -5.924 1.123
H -3.293 -5.390 0.715
H 2.229 -1.037 1.850
H -0.118 -0.459 3.682
H 0.362 0.586 2.337
H 1.292 1.039 4.773
H 2.369 1.231 3.399
H 3.115 -0.197 5.531
H 3.625 -0.661 3.914
H 1.145 -1.741 5.315
H 2.686 -2.590 5.244
H 0.869 -3.174 3.497
H 2.530 -3.037 2.944
H 2.279 -2.184 -0.137
H 0.825 -1.575 -1.905
H -0.103 -3.076 -1.794
H 2.867 -2.889 -2.434
H 1.608 -3.160 -3.632
H 2.984 -5.181 -2.329
H 1.422 -5.399 -3.096
H 1.651 -6.220 -0.680
H 0.235 -5.256 -1.051
H 2.802 -4.306 0.282
H 1.260 -4.560 1.069
C 2.242 0.636 -0.694
C 2.919 1.947 -0.546
C 3.749 2.461 -1.545
C 4.385 3.678 -1.390
C 4.220 4.417 -0.232
C 3.433 3.905 0.788
C 2.809 2.685 0.640
H 2.549 0.030 0.172
H 2.653 0.134 -1.584
H 3.916 1.883 -2.444
H 5.037 4.035 -2.173
H 4.720 5.366 -0.111
H 3.313 4.460 1.707
H 2.225 2.284 1.461

Record 10
11
Properties=species:S:1:pos:R:3 method="wB97M-V/def2-TZVPD" de_lowest_kcal_mol=1.1 homo_lumo_gap_ha="0.344 / 0.149" total_charge=+1 spin_multiplicity=2 e_tot_ev=-25775.5245 e_homo_ev="-13.42 / -13.01" s_squared=0.77
S -1.607 -0.054 1.056
S 0.367 0.331 1.750
H -1.135 -0.781 0.007
H 0.247 -0.425 2.868
N 0.992 -1.215 -2.402
C 1.129 -0.093 -1.732
N 0.587 1.034 -2.117
H 1.592 -2.014 -2.304
H 0.311 -1.274 -3.142
H 1.804 -0.184 -0.877
H 0.631 1.743 -1.378